Molecular formula: C4H9N2
Method: DFT, wB97M-V/def2-TZVPD

Calculated values
ΔE to the lowest compared entry with this formula, charge and spin   1.719 eV
Molar mass   85.1 g/mol
DFT total energy   -266.86406 hartree
Expectation value of S²   2.009
Frontier orbital gap (alpha / beta)   6.400 / 7.460 eV
Total charge   +1
2S+1   3

Geometry as XYZ:
```
15
C4H9N2 (wB97M-V/def2-TZVPD)
C -1.369 -0.173 -0.324
C -1.993 0.748 0.324
C 0.589 0.833 -0.252
C 0.532 -1.619 0.099
N -0.009 -0.289 -0.213
N 1.883 0.899 -0.076
H -1.958 -0.982 -0.830
H -3.062 1.026 0.098
H -1.668 1.460 1.008
H 0.111 1.820 -0.448
H 1.502 -1.329 0.479
H 0.698 -2.299 -0.717
H -0.103 -1.970 0.866
H 2.517 0.092 0.048
H 2.330 1.783 -0.062
```

natural (NBO) population analysis, charges in e, atoms 1 to 4: 0.018 -0.245 0.029 -0.402

=====

Molecular formula: C3H8NOS
Method: DFT, wB97M-V/def2-TZVPD

Calculated values
ΔE to the lowest compared entry with this formula, charge and spin   3.954 eV
Molar mass   106.2 g/mol
DFT total energy   -646.87916 hartree
Frontier orbital gap   3.117 eV
Total charge   +1
2S+1   1

Geometry as XYZ:
```
14
C3H8NOS (wB97M-V/def2-TZVPD)
C -1.441 -4.790 -4.844
C -1.920 -3.533 -4.699
C 1.543 4.069 5.642
N 2.724 3.488 5.673
O -2.921 -2.724 -5.445
S -3.718 -1.691 -4.442
H -0.657 -4.993 -4.166
H -1.621 -5.339 -5.760
H -1.720 -2.853 -3.839
H 1.433 4.957 5.054
H 0.594 3.716 5.957
H 2.899 2.528 6.025
H 3.529 4.077 5.534
H -4.781 -1.332 -5.309
```

natural (NBO) population analysis, charges in e, atoms 1 to 4: -0.474 0.151 0.193 -0.578

=====

Molecular formula: C9H14BrClN2
Method: DFT, wB97M-V/def2-TZVPD

Calculated values
ΔE to the lowest compared entry with this formula, charge and spin   0.000 eV
Molar mass   265.6 g/mol
DFT total energy   -3494.99433 hartree
Frontier orbital gap   9.760 eV
Total charge   0
2S+1   1

Geometry as XYZ:
```
27
C9H14BrClN2 (wB97M-V/def2-TZVPD)
C 0.955 3.292 0.880
C -0.219 2.258 0.880
C -0.514 1.864 -0.554
C -1.384 0.611 -0.596
Cl -2.003 0.396 -2.366
Br -2.941 0.720 0.605
N -0.677 -0.563 -0.328
N -1.321 -1.574 0.301
C -0.478 -2.574 0.430
C -0.843 -3.769 1.201
C 0.767 -2.253 -0.114
C 0.596 -0.963 -0.632
C 1.634 -0.385 -1.554
H 1.556 3.069 0.024
H 0.598 4.348 0.830
H 1.572 3.252 1.731
H -1.080 2.769 1.310
H -0.129 1.405 1.610
H -0.988 2.622 -1.124
H 0.358 1.655 -1.152
H -0.630 -3.597 2.190
H -1.829 -4.028 0.850
H -0.183 -4.499 0.878
H 1.437 -3.099 0.079
H 1.246 -0.357 -2.577
H 2.143 0.590 -1.249
H 2.357 -1.189 -1.552
```

natural (NBO) population analysis, charges in e, atoms 1 to 4: -0.603 -0.421 -0.480 0.215

=====

Molecular formula: C3H3NO2
Method: DFT, wB97M-V/def2-TZVPD

Calculated values
ΔE to the lowest compared entry with this formula, charge and spin   4.204 eV
Molar mass   85.1 g/mol
DFT total energy   -321.22315 hartree
Frontier orbital gap   9.008 eV
Total charge   0
2S+1   1

Geometry as XYZ:
```
9
C3H3NO2 (wB97M-V/def2-TZVPD)
O -1.907 -0.581 -1.154
C -0.992 0.028 -0.706
N -0.497 -0.318 1.013
C 0.749 -0.174 0.658
C 0.722 0.199 -0.707
O -0.382 1.171 -0.922
H -0.809 -0.216 1.975
H 1.614 -0.352 1.295
H 1.503 0.242 -1.451
```

natural (NBO) population analysis, charges in e, atoms 1 to 4: -0.545 0.886 -0.632 0.129

=====

Molecular formula: C5H8N2
Method: DFT, wB97M-V/def2-TZVPD

Calculated values
ΔE to the lowest compared entry with this formula, charge and spin   5.139 eV
Molar mass   96.1 g/mol
DFT total energy   -304.64663 hartree
Frontier orbital gap   10.217 eV
Total charge   0
2S+1   1

Geometry as XYZ:
```
15
C5H8N2 (wB97M-V/def2-TZVPD)
N 1.862 0.425 -0.464
C 1.386 -0.253 0.692
C 0.352 0.257 1.539
N 1.463 0.337 2.119
H 2.871 0.359 -0.549
H 1.589 1.401 -0.495
H 1.565 -1.326 0.635
H -0.700 0.479 1.696
C -0.998 -0.957 -0.868
C -1.998 -0.619 -0.122
C -1.479 0.446 -1.043
H -0.268 -1.680 -1.194
H -2.715 -0.863 0.646
H -0.886 1.285 -0.651
H -2.043 0.709 -1.940
```

natural (NBO) population analysis, charges in e, atoms 1 to 4: -0.839 0.006 0.036 -0.320

=====

Molecular formula: C3H5N2S2
Method: DFT, wB97M-V/def2-TZVPD

Calculated values
ΔE to the lowest compared entry with this formula, charge and spin   3.569 eV
Molar mass   133.2 g/mol
DFT total energy   -1022.80879 hartree
Frontier orbital gap (alpha / beta)   6.873 / 6.867 eV
Total charge   +1
2S+1   1

Geometry as XYZ:
```
12
C3H5N2S2 (wB97M-V/def2-TZVPD)
C -0.809 -0.579 0.377
C -1.640 -0.783 -0.727
C 0.322 0.102 0.728
N 0.283 1.504 -0.762
N 1.450 -0.037 1.373
S -1.234 -0.401 -2.305
S 0.509 0.773 -2.188
H -1.086 -1.026 1.335
H -2.606 -1.272 -0.750
H 1.080 2.075 -0.541
H 1.860 -0.996 1.356
H 1.871 0.639 2.104
```

natural (NBO) population analysis, charges in e, atoms 1 to 4: -0.365 -0.353 0.489 -0.882

=====

Molecular formula: C49H31F3I2O6
Method: DFT, wB97M-V/def2-TZVPD

Calculated values
Molar mass   1026.6 g/mol
DFT total energy   -3232.17095 hartree
Frontier orbital gap   7.775 eV
Total charge   0
2S+1   1

Geometry as XYZ:
```
91
C49H31F3I2O6 (wB97M-V/def2-TZVPD)
C -1.071 4.613 5.697
C 0.284 4.032 6.247
I 1.966 4.608 4.959
C 0.255 2.467 6.595
I -1.712 1.530 6.271
C 1.409 1.631 5.990
C 2.528 1.277 6.885
C 3.671 0.484 6.483
C 3.722 0.003 5.105
C 2.634 0.314 4.204
C 1.498 1.129 4.630
C 0.392 1.445 3.588
O -0.137 2.518 3.433
C 0.015 0.243 2.657
C -1.352 -0.015 2.274
C -1.619 -1.185 1.430
C -0.513 -2.025 1.033
C 0.888 -1.776 1.413
C 2.030 -2.749 0.971
C 2.022 -4.035 1.933
C 3.165 -3.984 2.992
F 3.432 -2.852 3.743
C 3.929 -5.088 3.227
F 5.255 -4.950 3.485
F 3.339 -6.320 3.163
C 1.154 -0.607 2.246
C 2.585 -0.202 2.727
O 3.571 -0.238 2.028
H -0.980 5.716 5.477
H -1.420 4.137 4.752
H -1.815 4.546 6.538
H 0.477 4.588 7.206
H 0.386 2.405 7.710
H 2.461 1.646 7.940
H 4.509 0.235 7.175
H 4.547 -0.629 4.698
H -2.153 0.676 2.634
H -2.682 -1.373 1.166
H -0.675 -2.935 0.403
H 3.044 -2.300 1.072
H 1.829 -3.126 -0.059
H 2.100 -4.994 1.356
H 1.057 -4.094 2.513
O -4.876 -3.456 -6.690
C -4.201 -3.299 -5.691
C -2.718 -3.321 -5.769
C -2.099 -3.502 -7.002
C -0.715 -3.485 -7.091
C 0.057 -3.286 -5.950
C -0.556 -3.123 -4.716
C -1.945 -3.146 -4.621
C -2.590 -2.988 -3.294
O -1.915 -2.890 -2.286
C -4.071 -2.946 -3.218
C -4.689 -2.762 -1.984
C -6.072 -2.688 -1.906
C -6.843 -2.796 -3.060
C -6.231 -2.993 -4.290
C -4.844 -3.074 -4.372
H -2.695 -3.652 -7.894
H -0.234 -3.621 -8.053
H 1.138 -3.260 -6.023
H 0.048 -2.973 -3.830
H -4.093 -2.673 -1.084
H -6.552 -2.541 -0.945
H -7.923 -2.728 -2.999
H -6.836 -3.080 -5.184
O -0.654 2.619 -0.569
C 0.164 2.928 -1.414
C -0.265 3.586 -2.675
C -1.613 3.868 -2.878
C -2.019 4.517 -4.034
C -1.080 4.889 -4.993
C 0.262 4.594 -4.803
C 0.673 3.937 -3.647
C 2.110 3.610 -3.461
O 2.919 3.868 -4.333
C 2.541 2.972 -2.194
C 3.890 2.692 -1.990
C 4.307 2.124 -0.795
C 3.380 1.835 0.203
C 2.033 2.100 -0.002
C 1.608 2.663 -1.202
H -2.346 3.585 -2.132
H -3.068 4.740 -4.189
H -1.397 5.407 -5.891
H 0.989 4.881 -5.553
H 4.615 2.920 -2.762
H 5.358 1.911 -0.637
H 3.708 1.401 1.139
H 1.314 1.870 0.776
```

Mulliken population analysis, charges in e, atoms 1 to 4: -1.391 -0.154 0.043 -0.767

=====

Molecular formula: C4H6N2
Method: DFT, wB97M-V/def2-TZVPD

Calculated values
ΔE to the lowest compared entry with this formula, charge and spin   0.184 eV
Molar mass   82.1 g/mol
DFT total energy   -265.52882 hartree
Frontier orbital gap   9.575 eV
Total charge   0
2S+1   1

Geometry as XYZ:
```
12
C4H6N2 (wB97M-V/def2-TZVPD)
C 1.843 -0.488 0.302
C 0.371 -0.240 0.090
C -0.735 -0.048 0.888
N -1.729 0.415 0.031
C -1.187 0.459 -1.209
N 0.050 0.056 -1.219
H 2.174 -0.759 1.307
H 2.357 0.442 0.024
H 2.195 -1.247 -0.406
H -0.957 -0.238 1.932
H -2.621 0.830 0.256
H -1.729 0.812 -2.074
```

natural (NBO) population analysis, charges in e, atoms 1 to 4: -0.633 0.096 -0.130 -0.530

=====

Molecular formula: CH2N4O2S
Method: DFT, wB97M-V/def2-TZVPD

Calculated values
ΔE to the lowest compared entry with this formula, charge and spin   1.675 eV
Molar mass   134.1 g/mol
DFT total energy   -806.83789 hartree
Frontier orbital gap   9.491 eV
Total charge   0
2S+1   1

Geometry as XYZ:
```
10
CH2N4O2S (wB97M-V/def2-TZVPD)
O 0.909 0.152 -2.129
N 1.506 -0.484 -1.041
C 0.770 -0.437 -0.008
O 1.157 -1.042 1.144
N 0.135 -0.881 2.082
N -0.787 -0.235 1.589
N -0.495 0.099 0.292
S -1.444 1.242 -0.526
H 1.588 0.020 -2.816
H -2.139 0.347 -1.278
```

natural (NBO) population analysis, charges in e, atoms 1 to 4: -0.574 -0.233 0.565 -0.311

=====

Molecular formula: C9H25BN3O4
Method: DFT, wB97M-V/def2-TZVPD

Calculated values
Molar mass   250.1 g/mol
DFT total energy   -847.90513 hartree
Frontier orbital gap   4.458 eV
Total charge   -1
2S+1   1

Geometry as XYZ:
```
42
C9H25BN3O4 (wB97M-V/def2-TZVPD)
C 1.969 2.018 0.487
C 1.104 0.585 0.472
O 0.883 0.176 -0.929
B 0.702 -1.281 -1.065
O 0.458 -2.252 0.018
C 0.839 -1.912 -2.610
C 1.942 -3.125 -2.666
C 3.491 -2.672 -2.372
N 4.376 -3.761 -3.012
N 3.905 -1.357 -2.997
N 3.873 -2.669 -0.890
H 2.150 2.362 -0.618
H 1.333 2.801 1.089
H 3.002 1.886 1.068
H 0.078 0.763 1.053
H 1.798 -0.176 1.072
H 1.249 -2.870 0.063
H 1.228 -1.028 -3.309
H 1.545 -3.967 -1.920
H 1.876 -3.632 -3.744
H 4.129 -4.622 -2.447
H 4.059 -3.869 -4.004
H 4.963 -1.300 -2.897
H 3.574 -0.527 -2.419
H 3.678 -3.635 -0.545
H 4.934 -2.616 -0.913
C -5.556 2.366 3.235
O -5.379 2.519 1.830
C -4.400 3.512 1.512
C -3.052 2.875 1.161
O -2.477 2.215 2.292
C -2.683 0.805 2.260
H -6.083 1.423 3.413
H -4.602 2.334 3.770
H -6.165 3.188 3.621
H -4.294 4.233 2.333
H -4.770 4.056 0.639
H -2.355 3.666 0.865
H -3.151 2.183 0.314
H -1.986 0.351 1.550
H -3.708 0.546 1.985
H -2.478 0.408 3.256
```

natural (NBO) population analysis, charges in e, atoms 1 to 4: -0.655 -0.068 -0.756 1.032

=====

Molecular formula: C2H7P
Method: DFT, wB97M-V/def2-TZVPD

Calculated values
ΔE to the lowest compared entry with this formula, charge and spin   0.840 eV
Molar mass   62.1 g/mol
DFT total energy   -421.70297 hartree
Frontier orbital gap   10.462 eV
Total charge   0
2S+1   1

Geometry as XYZ:
```
10
C2H7P (wB97M-V/def2-TZVPD)
C 0.862 -0.631 0.285
C 0.244 0.704 -0.047
P -1.609 0.721 -0.194
H 0.380 -1.038 1.177
H 0.718 -1.350 -0.519
H 1.927 -0.538 0.487
H 0.439 1.098 -1.284
H 0.586 1.512 0.594
H -1.905 -0.275 0.742
H -1.641 -0.203 -1.240
```

natural (NBO) population analysis, charges in e, atoms 1 to 4: -0.627 -0.652 0.306 0.209

=====

Molecular formula: C5H8NO2
Method: DFT, wB97M-V/def2-TZVPD

Calculated values
ΔE to the lowest compared entry with this formula, charge and spin   0.561 eV
Molar mass   114.1 g/mol
DFT total energy   -400.59408 hartree
Frontier orbital gap   7.258 eV
Total charge   -1
2S+1   1

Geometry as XYZ:
```
16
C5H8NO2 (wB97M-V/def2-TZVPD)
N 2.113 0.429 -3.303
C 1.520 -0.237 -2.209
C 0.988 0.330 -1.137
C 0.357 -0.429 0.004
C -0.168 0.450 1.148
C -1.453 -0.096 1.854
O -2.001 -1.096 1.343
O -1.783 0.550 2.869
H 2.267 1.423 -3.191
H 2.860 -0.061 -3.759
H 1.611 -1.311 -2.313
H 0.952 1.412 -1.038
H 0.994 -1.200 0.445
H -0.495 -1.024 -0.343
H -0.405 1.460 0.787
H 0.609 0.588 1.910
```

natural (NBO) population analysis, charges in e, atoms 1 to 4: -0.841 -0.026 -0.255 -0.459

=====

Molecular formula: C3H12O2S
Method: DFT, wB97M-V/def2-TZVPD

Calculated values
ΔE to the lowest compared entry with this formula, charge and spin   0.713 eV
Molar mass   112.2 g/mol
DFT total energy   -670.13745 hartree
Frontier orbital gap   10.122 eV
Total charge   0
2S+1   1

Geometry as XYZ:
```
18
C3H12O2S (wB97M-V/def2-TZVPD)
C -0.056 0.727 -2.382
C -0.637 -0.573 -1.847
C 0.356 -1.460 -1.067
S -0.289 -1.584 0.625
H -0.842 1.362 -2.785
H 0.601 0.474 -3.224
H 0.600 1.278 -1.715
H -1.622 -0.569 -1.380
H -0.913 -1.165 -2.730
H 1.366 -1.054 -1.114
H 0.449 -2.414 -1.586
H 0.332 -2.569 1.305
O -0.523 0.916 2.761
H -0.113 0.468 2.020
H -1.451 0.845 2.473
O 1.130 2.953 0.675
H 1.949 2.709 0.273
H 0.932 2.411 1.447
```

natural (NBO) population analysis, charges in e, atoms 1 to 4: -0.610 -0.422 -0.512 -0.084

=====

Molecular formula: C29H33Br10Cl2FIO5PS
Method: DFT, wB97M-V/def2-TZVPD

Calculated values
Molar mass   1540.5 g/mol
DFT total energy   -29298.77954 hartree
Frontier orbital gap   8.109 eV
Total charge   0
2S+1   1

Geometry as XYZ:
```
83
C29H33Br10Cl2FIO5PS (wB97M-V/def2-TZVPD)
C 2.393 -0.669 -1.859
C 1.135 -0.198 -1.161
Cl -0.205 -1.331 -1.223
C 1.022 0.975 -0.547
Cl 2.396 2.058 -0.587
C -0.216 1.394 0.163
C -0.940 2.512 -0.244
C -0.489 3.347 -1.445
C -0.706 2.491 -2.721
F 0.484 2.217 -3.384
C -2.084 2.883 0.417
O -2.800 4.003 0.027
C -2.589 2.157 1.491
I -4.359 2.777 2.463
C -1.889 1.036 1.869
C -0.716 0.675 1.229
C 0.019 -0.554 1.742
O 1.221 -0.599 1.899
C -0.902 -1.706 2.084
C -0.583 -3.000 1.779
C -1.485 -4.004 2.078
P -1.149 -5.744 1.659
O -2.347 -6.172 0.659
O -1.406 -6.554 3.019
S 0.583 -6.048 0.885
C -2.682 -3.643 2.688
C -2.986 -2.347 3.021
C -2.083 -1.352 2.712
C -2.331 0.114 2.994
O -2.821 0.507 4.034
H 2.694 0.042 -2.631
H 2.216 -1.664 -2.277
H 3.180 -0.795 -1.106
H 0.547 3.669 -1.336
H -1.187 4.184 -1.502
H -1.421 2.944 -3.417
H -1.135 1.518 -2.443
H -3.656 3.653 -0.257
H 0.367 -3.233 1.305
H -2.782 -5.353 0.364
H -0.713 -7.218 3.130
H -3.395 -4.435 2.896
H -3.936 -2.118 3.495
Br -4.937 -4.184 0.607
C -5.913 -5.635 -0.255
C -7.215 -5.155 -0.838
Br -8.559 -4.890 0.545
H -6.041 -6.414 0.490
H -5.252 -5.995 -1.042
H -7.634 -5.906 -1.504
H -7.120 -4.214 -1.370
Br -2.356 5.551 4.507
C -2.652 5.144 6.384
C -3.464 3.885 6.545
Br -5.348 4.198 6.169
H -3.123 6.015 6.828
H -1.659 5.015 6.811
H -3.432 3.539 7.576
H -3.140 3.084 5.886
Br 4.322 4.829 -2.136
C 5.164 4.467 -0.419
C 6.173 5.525 -0.063
Br 7.827 5.308 -1.069
H 5.595 3.472 -0.484
H 4.348 4.460 0.303
H 6.463 5.439 0.982
H 5.817 6.532 -0.257
Br 6.944 1.411 -3.100
C 8.824 1.896 -2.993
C 9.690 0.697 -2.711
Br 9.584 0.164 -0.842
H 8.907 2.669 -2.234
H 9.065 2.320 -3.966
H 10.738 0.936 -2.880
H 9.418 -0.171 -3.303
Br -0.205 -0.341 -5.228
C 0.185 -2.160 -5.797
C -0.960 -3.094 -5.511
Br -1.038 -3.549 -3.622
H 1.103 -2.453 -5.296
H 0.364 -2.092 -6.868
H -0.818 -4.040 -6.030
H -1.928 -2.680 -5.777
```

Mulliken population analysis, charges in e, atoms 1 to 4: -1.657 0.415 0.033 -0.069

=====

Molecular formula: C3H6N2O3
Method: DFT, wB97M-V/def2-TZVPD

Calculated values
ΔE to the lowest compared entry with this formula, charge and spin   3.000 eV
Molar mass   118.1 g/mol
DFT total energy   -453.09078 hartree
Frontier orbital gap   9.884 eV
Total charge   0
2S+1   1

Geometry as XYZ:
```
14
C3H6N2O3 (wB97M-V/def2-TZVPD)
C -0.872 1.466 0.952
C -0.582 0.375 0.272
O -0.589 -0.920 0.731
N -1.065 -1.066 2.067
O -0.230 0.325 -1.056
C 1.116 0.292 -1.340
N 1.339 -0.552 -2.370
O 1.948 0.922 -0.756
H -1.183 1.401 1.976
H -0.814 2.427 0.481
H -1.630 -1.913 2.047
H -0.242 -1.239 2.650
H 2.245 -0.552 -2.810
H 0.558 -0.965 -2.845
```

natural (NBO) population analysis, charges in e, atoms 1 to 4: -0.547 0.575 -0.399 -0.516

=====

Molecular formula: C5H6O2
Method: DFT, wB97M-V/def2-TZVPD

Calculated values
ΔE to the lowest compared entry with this formula, charge and spin   2.909 eV
Molar mass   98.1 g/mol
DFT total energy   -344.49501 hartree
Frontier orbital gap   10.655 eV
Total charge   0
2S+1   1

Geometry as XYZ:
```
13
C5H6O2 (wB97M-V/def2-TZVPD)
O -2.377 -0.277 0.069
C -1.159 -0.991 0.147
C -0.100 -0.406 -0.760
C 0.281 1.986 0.530
O -0.757 2.198 0.973
C 1.182 -0.462 -0.541
C 2.320 -0.006 -0.134
H -2.209 0.613 0.408
H -0.774 -1.066 1.176
H -1.392 -2.006 -0.192
H -0.430 -0.221 -1.778
H 2.126 1.094 0.184
H 3.277 -0.469 -0.062
```

natural (NBO) population analysis, charges in e, atoms 1 to 4: -0.708 -0.088 -0.327 0.539